Record 1
18
Properties=species:S:1:pos:R:3 method="wB97M-V/def2-TZVPD" relative_energy_kcal_mol=6.2 max_force_ev_per_a=1.4 orbital_gap_ev=9.521 lumo_energy_ev=1.106 smiles=CCCCSC charge=0 multiplicity=1
S -0.641 -1.580 -0.769
H -0.631 1.000 -1.212
C -1.175 -2.699 0.581
C 0.356 -0.346 0.066
C 0.977 2.135 -0.292
H 0.403 3.555 1.321
C 1.210 2.905 1.004
H 1.370 2.203 1.832
H 0.828 2.840 -1.110
H -2.201 -2.523 0.898
H -0.497 -2.716 1.429
H 1.390 -0.388 -0.273
H -1.144 -3.711 0.168
H -0.949 1.417 0.442
H 1.856 1.557 -0.584
H 0.357 -0.637 1.117
H 2.164 3.423 0.901
C -0.159 1.084 -0.232

Record 2
59
Properties=species:S:1:pos:R:3 method="wB97M-V/def2-TZVPD" max_force_ev_per_a=0.4 orbital_gap_ev="7.013 / 7.094" lumo_energy_ev="2.773 / 2.773" charge=-1 multiplicity=4
H -4.278 -1.657 2.658
F -1.811 4.639 1.565
C -0.211 -2.159 -2.771
C 2.910 -1.047 3.052
O 0.316 -1.466 2.554
H 5.244 -0.343 -3.428
F 0.799 3.244 1.950
C -1.672 -1.227 -1.010
C -3.657 -1.853 1.779
N 1.836 1.331 0.389
O 2.265 2.510 -0.265
C 3.906 -1.131 -1.942
H -2.868 0.960 2.913
H -3.492 -2.351 -0.797
C 2.107 -0.222 2.106
C -4.816 0.035 -0.380
C -1.146 3.758 0.797
C 3.941 1.490 1.640
H -4.896 -0.694 -1.188
H -2.679 -2.205 2.124
H 3.924 -0.665 3.164
H 2.958 -2.088 2.717
H 1.814 3.206 0.240
H 1.221 1.173 -3.489
H 3.533 1.136 -4.432
Co -0.181 0.728 0.564
H -3.426 2.087 1.668
H -4.692 1.023 -0.833
C -0.489 -1.240 -1.785
H -3.042 -3.977 -2.532
N -1.866 -0.267 -0.037
N 0.819 -0.490 1.930
H 2.428 -1.076 4.033
H -0.917 -3.892 -3.835
O 0.407 -0.216 -1.461
C 2.605 0.893 1.327
C 4.238 -0.327 -3.029
F -2.043 3.236 -0.063
C -1.132 -3.164 -3.064
H -4.574 0.993 2.447
C -3.549 1.082 2.071
H 3.922 1.911 2.648
H -4.127 -2.660 1.214
F -0.274 4.469 0.051
H 4.195 2.265 0.927
C -2.307 -3.203 -2.337
C -0.429 2.630 1.582
F -1.087 2.536 2.789
H -5.762 0.037 0.174
C 1.678 -0.277 -2.002
C 2.621 -1.109 -1.423
H 4.710 0.716 1.621
H 2.336 -1.712 -0.569
H 4.654 -1.772 -1.492
H 0.721 -2.099 -3.316
C -2.566 -2.266 -1.344
C 1.986 0.527 -3.079
Si -3.382 -0.266 0.801
C 3.278 0.501 -3.593

Record 3
10
Properties=species:S:1:pos:R:3 method="wB97M-V/def2-TZVPD" relative_energy_kcal_mol=80.7 max_force_ev_per_a=9.4 orbital_gap_ev=7.664 lumo_energy_ev=0.502 smiles="[H]/N=N/[H].NN" charge=0 multiplicity=1
H -1.702 -1.183 0.147
H 2.577 -0.882 -0.642
N 1.630 0.733 -0.040
H 2.435 1.116 0.467
H 0.891 0.868 0.642
N -2.567 -0.646 0.218
N -2.857 0.384 -0.242
N 1.833 -0.718 0.009
H 1.039 -1.094 -0.487
H -3.280 1.422 -0.072

Record 4
10
Properties=species:S:1:pos:R:3 method="wB97M-V/def2-TZVPD" relative_energy_kcal_mol=70.5 max_force_ev_per_a=0.6 orbital_gap_ev=9.952 lumo_energy_ev=0.747 charge=0 multiplicity=1
C -1.487 0.341 0.287
N 1.866 0.007 -0.486
C -1.235 -1.055 0.687
C 0.566 0.035 -0.104
H 2.414 -0.791 -0.205
O 0.045 -1.203 0.283
H 2.336 0.897 -0.508
N -0.263 1.000 -0.094
H -1.978 -0.193 -0.587
H -2.265 0.962 0.727

Record 5
64
Properties=species:S:1:pos:R:3 method="wB97M-V/def2-TZVPD" relative_energy_kcal_mol=10.1 max_force_ev_per_a=3.7 orbital_gap_ev="3.158 / 6.589" lumo_energy_ev="1.376 / 1.376" charge=-1 multiplicity=2
C 3.351 3.066 -1.793
C 4.561 -2.788 0.806
C -5.993 0.603 3.110
H -1.171 2.992 -0.731
H 1.342 -2.926 -0.312
C 3.566 -8.119 0.291
H 5.795 -2.457 3.625
C 5.055 -1.690 3.397
C 0.309 -0.012 -0.151
H 0.939 -7.177 -0.395
H -8.009 2.350 1.222
H 0.878 -5.351 -0.309
C -5.804 2.563 1.258
H 3.839 2.304 -2.400
C 1.321 -6.270 0.074
O 1.189 4.793 -1.716
H 1.174 -2.029 -1.885
C -4.757 0.953 2.755
O -6.733 4.466 -0.004
H -5.971 -0.017 3.994
H -8.132 0.810 3.008
C 1.459 3.088 -3.904
H 2.666 -2.792 -1.065
H 3.008 -8.683 1.039
H -3.826 0.544 3.119
H -0.189 -0.588 0.629
C -3.288 3.190 -0.082
C -2.123 3.502 -0.739
H 3.341 2.829 -0.729
H 0.764 3.871 -4.205
H -0.044 -0.115 -1.178
O -2.197 1.968 1.604
C -5.746 3.739 0.298
C -4.655 1.885 1.711
H 4.933 -2.776 -0.218
H 4.576 -8.523 0.219
H 1.078 2.071 -3.810
H 3.157 -8.463 -0.659
O 3.597 -5.794 -1.231
O 2.622 0.398 -1.456
H 0.153 1.015 0.180
S 5.065 -1.200 1.628
H 2.407 3.199 -4.431
H -5.236 5.568 -1.696
S 1.545 3.366 -2.093
C -3.281 2.286 1.092
C -7.057 1.993 1.587
S 3.234 -6.303 0.159
H -1.190 4.629 -2.306
H 5.096 -3.660 1.181
C -7.183 1.082 2.571
C -3.189 5.214 -2.007
S 2.067 -0.441 -0.290
H 5.235 -0.832 4.045
H 3.489 -2.988 0.793
C -2.087 4.469 -1.725
H 3.906 3.997 -1.902
H 4.055 -2.121 3.446
C 1.768 -2.180 -0.983
C -4.434 3.938 -0.456
H 0.926 -6.449 1.074
O 6.427 -0.794 1.238
C -4.403 4.940 -1.418
H -3.198 5.856 -2.875

Record 6
22
Properties=species:S:1:pos:R:3 method="wB97M-V/def2-TZVPD" relative_energy_kcal_mol=88.8 max_force_ev_per_a=3.9 orbital_gap_ev=5.330 lumo_energy_ev=-7.159 charge=+1 multiplicity=1
H 0.553 -0.686 1.753
C -0.381 -1.264 -0.039
H -0.160 -4.648 -0.174
H -1.686 -2.836 0.504
H 0.382 2.297 -3.462
H -0.700 1.058 -3.001
O -0.114 2.729 1.790
H -0.136 -2.855 1.331
H 1.066 -3.621 -0.682
H 1.405 1.482 2.481
H -1.304 -0.830 -0.427
C -0.620 -2.657 0.376
H -0.436 -3.784 -1.609
H -1.229 2.352 -3.997
N -0.562 1.985 -3.347
C 0.647 0.958 0.511
C 0.287 -0.335 0.751
H -0.801 2.121 2.098
C 1.049 1.928 1.556
C -0.015 -3.661 -0.620
H 0.476 1.370 -0.482
H 1.789 2.627 1.166

Record 7
36
Properties=species:S:1:pos:R:3 method="wB97M-V/def2-TZVPD" relative_energy_kcal_mol=0.2 max_force_ev_per_a=1.0 orbital_gap_ev=8.926 lumo_energy_ev=0.578 smiles="CC(C)(C)SCCNS(=O)(=O)c1ccccc1" charge=0 multiplicity=1
H -1.488 -1.818 1.861
H -1.577 1.634 -1.727
C 1.642 1.103 -1.049
H 2.454 -2.678 1.138
H -2.729 -1.850 -0.955
C 1.955 2.423 -0.775
O 3.078 -2.262 -1.182
C -3.647 0.101 0.572
H 0.607 -2.531 2.555
H 1.051 -0.856 2.158
H -3.639 0.905 1.304
H -3.135 -0.660 -2.187
C 3.551 1.704 0.876
H 1.459 3.219 -1.310
H -1.440 -1.018 -1.828
C 2.904 2.721 0.190
H 3.743 -0.426 1.112
H -2.291 2.367 -0.290
C 0.675 -1.804 1.740
C 2.283 0.100 -0.352
C -2.442 0.212 -0.353
H 0.908 0.830 -1.789
H -4.566 0.166 -0.009
H -3.645 -0.849 1.101
H -3.336 1.747 -1.577
N 1.579 -2.356 0.755
C -0.708 -1.580 1.138
H 4.295 1.940 1.621
C -2.410 1.579 -1.031
H 3.146 3.750 0.408
S 1.891 -1.611 -0.710
C 3.241 0.382 0.601
C -2.430 -0.900 -1.392
O 0.719 -1.669 -1.531
H -0.812 -2.189 0.244
S -0.888 0.176 0.675

Record 8
9
Properties=species:S:1:pos:R:3 method="wB97M-V/def2-TZVPD" relative_energy_kcal_mol=44.7 max_force_ev_per_a=6.0 orbital_gap_ev="9.457 / 8.035" lumo_energy_ev="-4.967 / -6.703" charge=+1 multiplicity=2
O -0.983 -0.891 1.489
Cu -0.857 -1.432 -0.439
C -0.554 -0.264 2.353
C 1.217 0.384 -0.383
O 0.511 -0.581 -0.986
H 0.890 2.473 -0.305
H 0.693 1.718 -1.990
H 2.215 0.086 -0.035
C 0.986 1.595 -0.944

Record 9
132
Properties=species:S:1:pos:R:3 method="wB97M-V/def2-TZVPD" max_force_ev_per_a=2.4 orbital_gap_ev=8.749 lumo_energy_ev=-0.372 smiles="COCCCCCN1C(=O)c2ccc(C[C@H](C)I)cc2C1=O.O=S1(=O)OCCO1.O=S1(=O)OCCO1.O=S1(=O)OCCO1.O=S1(=O)OCCO1.O=S1(=O)OCCO1.O=S1(=O)OCCO1.O=S1(=O)OCCO1.O=S1(=O)OCCO1" charge=0 multiplicity=1
C -0.513 0.998 -1.939
C 5.216 -0.214 -0.043
C -10.623 0.816 -9.862
O -13.362 -1.027 -9.570
O 1.720 5.149 0.904
S 2.349 6.169 1.667
S -6.710 2.944 -9.833
S -3.489 -0.284 -4.840
O -3.110 0.345 -3.624
H 10.794 -0.684 8.205
H 0.234 -8.616 7.937
O -11.723 -0.605 -11.344
O 4.808 -5.704 2.620
C -5.196 2.558 -7.905
H 0.790 7.167 4.523
C 10.441 0.172 6.236
C 1.394 0.009 0.198
C 5.242 -1.351 -0.846
O -4.307 -1.613 -4.490
H -3.938 -3.654 -4.666
S -0.133 4.286 6.720
C -6.057 3.756 -7.573
H -1.136 2.146 1.929
H -1.754 -2.625 -4.323
H -2.957 3.446 6.462
C 2.843 -0.321 -0.091
O -0.266 5.256 5.688
H -4.186 -2.769 -6.187
O -4.174 0.423 -5.865
C -1.794 1.838 -1.690
H 11.422 0.374 5.813
O 1.229 6.952 2.495
O -5.954 3.224 -10.998
O -2.208 -0.989 -5.487
O 0.988 4.272 7.587
O 8.486 -2.451 5.102
H 6.192 -1.806 2.356
H -0.021 3.009 0.149
C 10.462 -0.981 7.214
C -0.846 3.659 -0.160
C -2.277 3.147 7.263
H 3.206 6.867 4.412
H -2.415 3.143 2.683
O -1.216 -6.994 5.487
H -0.788 3.796 2.564
I 7.185 2.019 2.952
H 11.089 -1.799 6.851
C -1.275 -7.521 6.815
H -6.894 3.479 -6.930
O 9.531 -0.234 5.207
H -2.399 1.760 -2.601
O 7.212 -0.519 6.007
C 2.105 -4.594 1.216
C 6.950 0.169 1.850
H 4.977 -0.497 2.593
H -10.251 0.095 -9.130
H -0.434 4.675 -0.200
H 2.644 5.262 4.931
O -12.018 1.038 -9.604
C -3.736 -2.727 -5.193
O -6.585 4.189 -8.837
C 6.032 -0.764 2.650
H -1.910 -8.410 6.802
H 6.197 -1.776 -1.146
H -2.855 2.820 8.123
S -12.904 -0.004 -10.439
H 6.402 1.541 0.244
H 3.896 1.219 0.963
H 1.091 -6.473 0.864
C 2.589 6.007 4.141
S 3.455 -6.137 2.613
O 9.109 -1.440 7.255
H -1.755 1.348 6.153
H 4.112 -2.887 -1.912
C -1.524 3.165 2.044
H -1.694 -6.787 7.498
H 10.051 1.082 6.697
H -5.492 4.558 -7.105
O 2.507 -4.843 2.567
C 2.874 -1.445 -0.910
O 1.087 -2.878 -1.759
H -2.317 3.963 -1.653
C -0.563 -0.395 -1.283
C 0.160 -7.874 7.146
C 3.977 0.328 0.346
H 0.332 1.616 -1.617
O -13.791 0.730 -11.268
O -1.464 4.277 7.608
H 1.157 -4.063 1.192
H -10.683 1.040 -12.013
C -1.436 3.323 -1.525
O -0.306 2.838 6.063
O -5.923 1.875 -8.941
O 3.223 7.118 1.080
N 0.698 -0.823 -0.683
H 0.503 5.568 3.823
H -1.349 -0.394 -0.521
H -10.066 1.742 -9.771
C 6.497 0.461 0.382
H -4.230 2.863 -8.312
O 0.920 0.793 0.966
C 1.167 6.419 3.834
H -0.417 0.875 -3.024
H -0.708 3.649 -2.279
C 1.441 -1.862 -1.220
H 2.876 -3.986 0.736
O 3.115 -6.694 1.144
O 3.085 5.469 2.908
C -1.294 2.097 6.791
O -0.612 -8.776 3.891
C 4.081 -1.993 -1.299
O 0.698 -8.393 5.927
H -5.038 1.903 -7.053
C -2.259 -2.407 -5.266
H -1.758 -2.934 -6.073
O 0.807 -6.754 4.096
C -10.575 0.253 -11.263
S 8.424 -1.230 5.820
H -9.665 -0.308 -11.458
H 0.735 -6.988 7.424
O 2.935 -7.033 3.574
H -2.361 1.478 -0.827
H 7.309 0.160 -0.289
H -0.800 1.605 7.631
H -0.890 -1.111 -2.039
O -1.910 3.706 0.798
H 2.097 -5.928 -0.499
H 6.308 -0.673 3.702
S -0.040 -7.733 4.665
O -8.073 2.543 -9.904
H 7.933 -0.298 1.803
C 2.016 -5.965 0.585

Record 10
14
Properties=species:S:1:pos:R:3 method="wB97M-V/def2-TZVPD" relative_energy_kcal_mol=10.3 max_force_ev_per_a=2.9 orbital_gap_ev=10.587 lumo_energy_ev=0.846 smiles=NCCO.O charge=0 multiplicity=1
N -0.416 0.603 1.326
H 2.163 0.503 -1.878
C 0.665 -0.127 -0.864
H -2.942 -0.807 -0.575
H 1.595 0.112 1.023
H -0.133 0.348 -1.528
H -0.317 -0.119 2.027
C 0.786 0.580 0.457
H 0.233 -1.138 -0.808
O 1.874 -0.366 -1.582
H 1.130 1.610 0.432
O -2.234 -1.434 -0.387
H -0.371 1.483 1.819
H -2.031 -1.247 0.536

Record 11
67
Properties=species:S:1:pos:R:3 method="wB97M-V/def2-TZVPD" max_force_ev_per_a=6.8 orbital_gap_ev=2.308 lumo_energy_ev=-4.455 charge=0 multiplicity=1
C 0.748 0.514 1.793
H -6.993 -3.375 -2.261
O -2.778 0.339 4.279
C -5.459 -3.208 -0.801
O 6.286 4.161 -4.767
O 4.560 5.819 -0.018
N -5.410 -1.775 -0.303
H -5.443 -1.145 -1.149
H -3.570 0.582 -0.460
O -2.911 -9.226 -1.391
C -1.533 1.112 4.124
O 9.427 5.502 -3.741
Br 3.230 1.877 -2.495
H -3.195 -1.730 -0.392
H -5.412 -3.076 -2.879
H 1.768 0.515 3.804
H 0.314 -0.566 1.634
H 4.280 3.040 -3.552
H -4.404 -8.950 0.000
C 6.534 5.669 -2.979
O 1.659 -7.897 0.046
Al -2.766 -4.819 -0.956
C 6.098 6.083 -1.789
Ca 6.094 8.116 -0.222
O -0.407 -7.387 -0.183
Cl 0.654 4.910 3.788
H -5.047 0.652 0.719
H -4.783 -8.414 -1.668
H -3.885 -2.078 1.304
H -0.453 3.629 5.824
H -4.736 -10.152 -1.274
C 5.889 4.538 -3.679
C -4.289 -9.179 -1.063
H 1.883 0.436 1.485
H -2.111 -0.145 1.735
O 0.204 4.299 5.972
C 0.090 1.628 0.809
C 0.860 -6.948 -0.141
H -0.738 1.069 0.184
H -2.609 1.691 1.459
N -5.039 -4.205 0.037
C -2.996 0.629 1.722
F 8.615 6.721 -5.517
C -3.722 0.668 3.198
H 3.476 3.844 -1.303
H -0.123 -8.313 -0.039
O -0.309 0.348 4.171
C 4.744 3.883 -3.008
H 6.559 6.908 -1.264
Cl 1.298 2.315 -0.408
H -5.154 -5.101 -0.487
C 4.311 4.306 -1.811
C -4.016 0.153 0.543
C 0.762 0.957 3.379
N -5.978 -3.586 -2.168
H -0.482 2.484 1.366
H 0.857 2.107 3.487
H -4.319 1.655 3.384
H 8.959 4.685 -3.515
C 4.956 5.433 -1.117
H -4.511 -0.207 3.168
H -2.540 -8.351 -1.194
C -4.081 -1.467 0.338
H 7.374 6.139 -3.483
O -1.644 2.402 4.007
H 10.310 5.202 -3.998
O 1.050 -5.721 -0.287

Electronic energy per entry: -16214.508 -91888.556 -6052.057 -8200.828 -78954.239 -9976.394 -40007.544 -51882.661 -203024.075 -7804.279 -167927.303 eV